# 1
Entry from the Open Molecules 2025 dataset: one molecule with the formula C3H7NO2 (ωB97M-V/def2-TZVPD).

```
13
Properties=species:S:1:pos:R:3:forces:R:3
H 0.281545 -1.493065 -1.127857 0.165 0.150 0.144
N -0.694046 -1.235859 -1.058754 0.195 0.246 0.072
C -0.933987 -0.089997 -0.555360 0.270 -0.348 -0.202
O -2.229685 0.258214 -0.544463 -0.053 -0.085 -0.007
C 0.006469 0.931356 0.049255 -0.012 -0.104 0.011
C 1.276362 0.253029 0.554855 0.136 0.251 -0.269
O 1.009587 -0.680338 1.577011 -0.148 -0.205 -0.038
H -2.604825 -0.535405 -0.975239 -0.472 0.415 0.122
H -0.497194 1.449002 0.874379 -0.008 -0.180 -0.172
H 0.246299 1.692934 -0.705398 -0.054 -0.182 0.075
H 1.799275 -0.214063 -0.296026 -0.019 0.026 0.174
H 1.960936 0.989559 0.982233 -0.126 -0.035 -0.057
H 0.379270 -1.325361 1.225369 0.128 0.051 0.146
```
Forces are in eV/Å.

Values from the calculation:
* gap between HOMO and LUMO: 11.351 eV
* SMILES: [H]/N=C(/O)CCO

Löwdin analysis output, partial charges in e: 0.048 0.136 -0.499 0.062 -0.093 -0.281 -0.058 0.117 0.128 0.130 0.113 0.121 0.078


# 2
Entry from the Open Molecules 2025 dataset: one molecule with the formula C5H10O2 (ωB97M-V/def2-TZVPD).

```
17
Properties=species:S:1:pos:R:3:forces:R:3
C -1.737844 1.806543 -1.065705 -0.228 0.127 -0.215
O -0.950083 1.242014 -0.010185 0.470 0.131 -0.035
C 0.333071 1.509566 -0.053943 -0.330 -0.328 0.300
C 0.990960 0.657984 1.006032 0.069 0.135 0.011
C 1.272096 -0.691361 0.306290 0.049 -0.081 -0.072
C 0.122648 -1.682823 0.467794 -0.049 0.267 0.274
O 0.298962 -2.840412 -0.324928 -0.003 -0.014 -0.278
H -2.002030 0.999017 -1.755719 0.017 0.164 0.114
H -1.151761 2.572651 -1.579220 -0.117 -0.128 0.092
H -2.644342 2.222073 -0.619312 0.149 -0.052 -0.071
H 1.434920 -0.503932 -0.767012 -0.002 -0.059 0.124
H 1.930926 1.127352 1.307723 -0.139 -0.071 -0.055
H 0.364105 0.500740 1.896194 0.038 0.051 -0.146
H 2.195976 -1.140070 0.682581 -0.114 0.066 -0.022
H 0.078765 -2.033370 1.504504 0.001 0.069 -0.122
H -0.837112 -1.189609 0.252111 0.171 -0.120 0.008
H 0.300743 -2.556363 -1.247207 0.020 -0.156 0.093
```
Forces are in eV/Å.

Values from the calculation:
* gap between HOMO and LUMO: 9.377 eV

Löwdin analysis output, partial charges in e: -0.066 -0.158 -0.041 -0.214 -0.192 -0.283 -0.067 0.090 0.081 0.089 0.109 0.100 0.115 0.117 0.125 0.110 0.085


# 3
Entry from the Open Molecules 2025 dataset: C29H22I2N4O2Rh as an isolated structure (ωB97M-V/def2-TZVPD).

```
60
Properties=species:S:1:pos:R:3:forces:R:3
Rh 0.779376 -0.181395 1.145406 0.172 0.085 0.104
I 3.268595 0.354716 1.713768 -0.041 -0.010 -0.006
C 2.845789 0.143792 3.748929 -0.022 -0.034 -0.007
C 3.868205 0.162480 4.647898 -0.011 0.004 0.004
C 3.555190 0.121869 6.021290 0.038 0.005 -0.003
C 2.250846 0.116283 6.417719 -0.028 0.000 0.010
C 1.192098 0.115574 5.477681 0.032 -0.014 -0.062
C -0.154950 0.176612 5.904989 0.012 0.009 0.054
C -1.159339 0.221864 4.990873 -0.048 0.005 -0.034
C -0.874575 0.132379 3.609400 0.103 -0.003 0.024
C 0.409473 0.024316 3.124087 -0.062 0.077 0.028
C 1.475781 0.080883 4.085429 -0.014 -0.012 0.028
H 4.899416 0.218884 4.326789 0.000 0.002 -0.002
H 4.355082 0.121843 6.748549 0.001 -0.002 0.000
H 2.000926 0.121384 7.471224 0.000 -0.001 0.000
H -0.364664 0.209357 6.966716 -0.001 -0.006 -0.001
H -2.189218 0.302736 5.313365 0.000 0.002 -0.005
H -1.721754 0.148764 2.940520 -0.035 -0.027 -0.030
O 1.201442 -3.906263 -0.051919 -0.144 -0.020 0.028
C 1.191301 -2.708810 0.047089 0.399 -0.014 -0.011
O 1.131718 -2.081341 1.212974 -0.124 -0.053 -0.039
C 1.343923 -1.815528 -1.160674 -0.122 -0.029 -0.040
C 1.556780 -2.362010 -2.434135 -0.012 0.006 0.024
C 1.715700 -1.500171 -3.482119 -0.041 0.025 -0.010
C 1.688687 -0.105040 -3.261894 0.020 -0.017 -0.020
C 1.871316 0.841853 -4.299604 0.006 0.025 -0.001
C 1.896639 2.176043 -4.018460 0.013 -0.041 -0.023
C 1.743153 2.629870 -2.688885 0.011 0.004 0.025
C 1.533809 1.745821 -1.673436 -0.009 -0.002 0.016
C 1.493435 0.360748 -1.943901 0.025 0.012 0.030
N 1.292039 -0.523554 -0.927954 -0.083 0.054 -0.068
H 1.585298 -3.436866 -2.538208 0.007 0.000 0.001
H 1.873783 -1.872782 -4.487187 0.005 0.002 0.004
H 2.007910 0.485909 -5.313208 0.000 0.001 0.003
H 2.044839 2.895588 -4.812072 0.000 0.000 -0.002
H 1.782621 3.691127 -2.482212 0.000 0.001 0.005
H 1.397339 2.089467 -0.654051 -0.002 0.007 -0.008
C -2.020893 -0.928135 -3.242366 0.072 -0.004 0.014
C -1.943955 0.535339 -3.507743 -0.016 0.034 -0.050
N -1.402192 1.442422 -2.728899 -0.006 -0.065 -0.036
C -1.572627 2.646636 -3.377451 -0.038 0.004 0.064
C -2.226403 2.461612 -4.553870 -0.004 -0.007 -0.001
N -2.455719 1.107309 -4.628359 -0.008 -0.002 0.001
H -1.621054 -1.134200 -2.250526 0.010 -0.007 -0.019
H -1.435281 -1.496140 -3.967224 0.002 -0.012 -0.013
H -3.050024 -1.288212 -3.285524 -0.013 0.000 0.020
H -1.228924 3.574397 -2.950772 0.011 -0.010 -0.005
H -2.544318 3.143812 -5.321817 0.005 0.001 -0.003
H -2.925613 0.627019 -5.376079 -0.002 -0.004 0.002
I -4.505224 1.433215 -0.971412 -0.014 0.036 -0.009
C -3.311501 0.012003 -0.048131 -0.062 -0.089 0.042
C -3.856585 -1.186785 0.393825 0.024 0.010 -0.004
C -3.030951 -2.112374 1.010592 -0.005 0.027 -0.056
C -1.696236 -1.809434 1.191898 -0.004 -0.064 0.054
N -1.180503 -0.650493 0.764595 -0.011 0.026 -0.044
C -1.959758 0.241984 0.139530 0.052 0.021 -0.091
H -4.908503 -1.394633 0.251004 -0.003 0.005 0.012
H -3.414151 -3.061765 1.355643 -0.001 0.005 0.015
H -1.013022 -2.485611 1.687482 -0.032 0.036 0.015
H -1.484576 1.125638 -0.269171 -0.003 0.021 0.074
```
Forces are in eV/Å.

Values from the calculation:
* gap between HOMO and LUMO: 6.813 eV
* charge: +1

Löwdin analysis output, partial charges in e: 0.861 1.255 -0.584 -0.131 -0.059 -0.014 -0.158 -0.022 -0.061 -0.101 -0.212 -0.238 0.103 0.114 0.121 0.121 0.111 0.081 0.135 -0.547 -0.188 -0.181 0.030 0.024 -0.147 -0.012 -0.054 -0.065 -0.045 -0.217 0.032 0.130 0.130 0.122 0.115 0.116 0.091 -0.003 -0.437 0.078 -0.165 -0.088 0.102 0.062 0.081 0.085 0.101 0.112 0.159 0.994 -0.708 -0.104 -0.012 -0.097 -0.076 -0.192 0.108 0.124 0.127 0.092


Here are the calculated highest occupied orbital energy numbers, same order: -10.49 -8.56 -10.81 (eV).
Here are the calculated ΔE to the lowest compared entry with this formula, charge and spin numbers, same order: 1.170 4.019 0.000 (eV).
Here are the calculated energy numbers, same order: -323.737968 -346.877721 -2193.586894 (hartree).